No. 1
# C38H33Cl2HgN9

A molecular structure, C38H33Cl2HgN9 (ωB97M-V/def2-TZVPD, OMol25).

Each line ends with the Mulliken charge.
Atoms and positions in Å:
Hg (0.03, 0.52, 0.08)  2.023
C (3.85, 2.94, 4.86)  -1.672
C (3.41, 2.00, 3.77)  0.483
C (4.07, 1.94, 2.54)  -1.177
C (3.64, 1.09, 1.54)  0.422
C (2.54, 0.23, 1.70)  0.097
N (2.05, -0.58, 0.68)  -0.094
C (2.90, -1.34, -0.06)  1.010
C (4.22, -1.65, 0.37)  -0.678
C (5.11, -2.42, -0.35)  -1.131
C (4.75, -2.98, -1.57)  0.121
C (5.70, -3.80, -2.40)  -1.611
C (3.44, -2.77, -1.98)  -0.494
C (2.53, -1.98, -1.28)  0.037
N (1.20, -1.92, -1.85)  0.596
C (0.86, -2.27, -3.11)  0.152
C (-0.51, -2.26, -3.20)  -1.581
C (-0.94, -1.85, -1.93)  -0.385
N (0.10, -1.64, -1.12)  -0.595
C (1.87, 0.32, 2.94)  -0.172
C (2.31, 1.18, 3.94)  -0.452
N (0.73, -0.50, 3.22)  0.084
C (0.41, -1.06, 4.42)  -0.171
C (-0.79, -1.71, 4.25)  -1.403
C (-1.13, -1.49, 2.91)  -0.394
N (-0.21, -0.77, 2.29)  0.215
H (4.87, 3.29, 4.70)  0.388
H (3.80, 2.46, 5.84)  0.373
H (3.20, 3.83, 4.89)  0.293
H (4.92, 2.59, 2.36)  0.301
H (4.15, 1.08, 0.59)  0.682
H (4.53, -1.27, 1.33)  0.362
H (6.10, -2.61, 0.05)  0.317
H (6.55, -4.13, -1.80)  0.373
H (6.10, -3.22, -3.24)  0.274
H (5.22, -4.69, -2.82)  0.352
H (3.12, -3.27, -2.89)  0.276
H (1.59, -2.50, -3.87)  0.378
H (-1.11, -2.51, -4.06)  0.572
H (-1.94, -1.71, -1.56)  0.562
H (1.75, 1.23, 4.86)  0.538
H (1.05, -0.96, 5.28)  0.482
H (-1.34, -2.27, 5.00)  0.405
H (-2.00, -1.83, 2.36)  0.604
C (-5.06, -1.13, 2.36)  -0.540
C (-4.60, -0.03, 3.09)  -0.750
C (-3.64, 0.82, 2.57)  0.263
C (-3.09, 0.61, 1.28)  -0.812
C (-3.57, -0.50, 0.57)  0.150
C (-4.53, -1.35, 1.10)  -0.428
N (-2.08, 1.37, 0.76)  0.546
C (-2.06, 2.73, 0.88)  0.179
C (-3.22, 3.51, 1.10)  -0.662
C (-3.18, 4.89, 1.19)  -0.654
C (-1.97, 5.57, 1.04)  -0.632
C (-0.82, 4.86, 0.75)  -0.814
C (-0.84, 3.46, 0.64)  -0.109
N (0.25, 2.73, 0.25)  1.103
N (1.36, 3.38, -0.03)  -1.375
C (2.21, 2.78, -0.89)  -0.173
C (3.50, 3.36, -1.04)  -0.513
C (4.39, 2.82, -1.93)  -0.312
C (4.02, 1.70, -2.69)  -0.858
C (2.76, 1.19, -2.48)  -0.333
N (1.87, 1.69, -1.62)  0.094
H (-5.81, -1.79, 2.77)  0.370
H (-4.98, 0.15, 4.09)  0.355
H (-3.28, 1.66, 3.16)  0.502
H (-3.16, -0.68, -0.42)  -0.078
H (-4.88, -2.20, 0.51)  0.382
H (-4.17, 3.00, 1.20)  0.420
H (-4.10, 5.44, 1.35)  0.372
H (-1.94, 6.65, 1.12)  0.366
H (0.13, 5.35, 0.60)  0.433
H (3.74, 4.21, -0.42)  0.463
H (5.38, 3.26, -2.05)  0.345
H (4.69, 1.25, -3.42)  0.435
H (2.42, 0.33, -3.06)  0.444
Cl (-1.89, 1.44, -2.62)  0.070
C (-2.64, 0.61, -3.97)  -0.461
Cl (-4.00, -0.42, -3.48)  -0.171
H (-1.89, -0.03, -4.43)  0.232
H (-3.02, 1.35, -4.66)  0.385

Computed properties:
- lowest unoccupied orbital energy (alpha / beta) (hartree) = 0.091 / 0.091
- HOMO (alpha / beta) (eV) = -2.892 / -3.595
- maximum force (Eh/bohr) = 0.00872
- ⟨S²⟩ = 0.78
- spin multiplicity = 2
- E (hartree) = -3034.4620
- charge = -1

---

No. 2
# C38H33Cl4CrN7O2SSeTe

A molecular structure, C38H33Cl4CrN7O2SSeTe at a distorted geometry (ωB97M-V/def2-TZVPD, OMol25).

Each line ends with the Mulliken charge.
Atoms and positions in Å:
Cr (-0.37, -0.31, 1.61)  0.180
Cl (1.48, 3.77, 7.13)  -0.244
C (1.05, 3.11, 5.65)  0.424
C (0.87, 1.72, 5.48)  -0.865
C (0.42, 1.23, 4.29)  1.115
Cl (0.01, -0.40, 4.30)  -0.155
C (0.29, 2.05, 3.17)  -0.110
O (0.00, 1.69, 1.96)  -0.441
C (0.57, 3.45, 3.36)  0.426
Cl (0.37, 4.55, 2.07)  -0.199
C (0.84, 3.99, 4.59)  -0.771
H (1.03, 0.97, 6.32)  0.301
H (1.00, 5.06, 4.73)  0.406
Se (-5.89, -2.96, -3.13)  0.276
N (-5.59, -1.34, -2.31)  -0.803
C (-4.59, -1.51, -1.45)  0.786
C (-3.96, -0.39, -0.73)  0.710
C (-4.25, 0.97, -0.96)  -1.022
C (-3.68, 1.86, -0.09)  -0.727
C (-2.70, 1.56, 0.83)  -0.602
N (-2.29, 0.28, 0.89)  0.848
C (-2.97, -0.69, 0.27)  -0.558
C (-2.46, -2.02, 0.40)  0.785
N (-1.33, -2.22, 1.19)  0.189
C (-1.06, -3.48, 1.65)  -0.461
C (-1.86, -4.55, 1.31)  -0.979
C (-2.76, -4.42, 0.25)  -0.436
C (-3.10, -3.12, -0.24)  0.029
C (-4.04, -2.86, -1.31)  0.609
N (-4.55, -3.72, -2.16)  -0.820
H (-4.63, 1.32, -1.89)  0.458
H (-3.95, 2.94, -0.07)  0.417
H (-2.10, 2.32, 1.40)  0.476
H (-0.15, -3.60, 2.21)  0.467
H (-1.70, -5.56, 1.67)  0.395
H (-3.19, -5.25, -0.31)  0.518
C (2.42, -2.65, -4.87)  -1.681
C (2.18, -1.21, -4.32)  1.330
C (2.21, -0.15, -5.39)  -1.835
C (0.74, -1.37, -3.70)  -1.454
C (3.31, -0.82, -3.34)  2.155
O (4.45, -1.16, -4.18)  -0.642
C (3.37, 0.65, -2.92)  -2.095
C (2.08, 1.33, -2.50)  1.193
C (2.36, 2.70, -2.08)  -0.886
C (2.52, 3.77, -3.05)  -0.436
C (2.94, 5.00, -2.70)  -0.781
C (3.15, 5.33, -1.38)  0.120
Cl (3.53, 7.01, -0.93)  -0.234
C (2.92, 4.38, -0.39)  -0.851
C (2.55, 3.10, -0.72)  0.462
C (3.28, -1.82, -2.07)  -1.789
N (2.79, -1.39, -0.77)  0.806
C (1.63, -1.74, -0.15)  0.038
N (1.47, -0.98, 0.96)  -0.064
C (2.57, -0.13, 0.96)  -0.652
N (3.39, -0.37, -0.01)  -0.720
H (1.59, -2.89, -5.52)  0.479
H (2.44, -3.36, -4.04)  0.370
H (3.34, -2.78, -5.46)  0.355
H (1.48, -0.35, -6.22)  0.421
H (3.19, -0.20, -5.86)  0.410
H (2.09, 0.90, -5.10)  0.220
H (0.05, -1.52, -4.54)  0.573
H (0.40, -0.50, -3.14)  0.142
H (0.73, -2.24, -2.99)  0.177
H (5.33, -0.98, -3.74)  0.464
H (3.88, 1.24, -3.68)  0.651
H (4.07, 0.68, -2.06)  0.599
H (1.67, 0.71, -1.65)  -0.565
H (1.37, 1.44, -3.35)  0.725
H (2.21, 3.52, -4.04)  0.454
H (3.17, 5.73, -3.46)  0.425
H (3.00, 4.64, 0.65)  0.539
H (2.42, 2.41, 0.16)  -0.157
H (4.32, -2.21, -1.87)  0.148
H (2.73, -2.73, -2.33)  0.717
H (0.84, -2.33, -0.63)  0.431
H (2.78, 0.60, 1.78)  0.617
Te (-3.89, 0.79, 4.34)  -0.314
C (-4.33, -0.62, 5.81)  -0.050
C (-5.62, -1.20, 6.01)  -0.508
C (-5.57, -2.22, 6.99)  -0.386
C (-4.28, -2.45, 7.45)  -0.552
S (-3.08, -1.45, 6.77)  -0.109
H (-6.50, -0.86, 5.46)  0.362
H (-6.42, -2.67, 7.39)  0.402
H (-4.07, -3.04, 8.33)  0.351

Computed properties:
- lowest unoccupied orbital energy (alpha / beta) (hartree) = -0.068 / -0.070
- HOMO (alpha / beta) (eV) = -5.028 / -4.986
- maximum force (Eh/bohr) = 0.07208
- ⟨S²⟩ = 6.02
- spin multiplicity = 5
- E (hartree) = -7954.4368

---

No. 3
# C38H33N10O9S3SbV

A molecular structure, C38H33N10O9S3SbV at a distorted geometry (ωB97M-V/def2-TZVPD, OMol25).

Each line ends with the Mulliken charge.
Atoms and positions in Å:
V (-1.26, -0.26, -0.88)  0.734
N (3.90, 0.62, -7.09)  -0.432
C (3.34, 0.50, -5.88)  1.112
C (3.77, 1.30, -4.80)  -0.946
C (3.20, 1.17, -3.56)  -0.417
C (2.18, 0.23, -3.36)  -0.630
C (1.73, -0.57, -4.42)  -0.542
C (2.30, -0.44, -5.66)  -0.923
S (1.46, 0.07, -1.82)  1.629
O (1.01, -1.30, -1.57)  -0.854
O (2.26, 0.70, -0.82)  -0.414
N (-0.04, 0.80, -1.81)  0.525
C (-0.20, 2.20, -1.75)  -0.024
N (-1.44, 2.54, -1.43)  -0.313
C (-1.67, 3.84, -1.31)  -0.108
C (-0.68, 4.78, -1.54)  -0.824
C (0.57, 4.30, -1.88)  -0.387
N (0.83, 2.99, -2.00)  -0.178
H (4.65, 1.27, -7.25)  0.201
H (3.62, 0.05, -7.86)  0.198
H (4.56, 2.02, -4.95)  0.329
H (3.52, 1.79, -2.73)  0.483
H (0.95, -1.30, -4.26)  0.417
H (1.97, -1.06, -6.48)  0.331
H (-2.68, 4.14, -1.04)  0.508
H (-0.87, 5.84, -1.45)  0.458
H (1.40, 4.97, -2.09)  0.484
O (-7.16, 2.03, 3.62)  -0.597
N (-7.32, 1.21, 2.74)  1.045
O (-8.33, 0.59, 2.50)  -0.590
C (-6.13, 0.91, 1.90)  -0.710
C (-6.27, 0.00, 0.87)  -0.524
C (-5.17, -0.28, 0.08)  -0.459
C (-3.94, 0.34, 0.33)  -0.004
O (-2.84, 0.04, -0.36)  0.231
C (-3.85, 1.27, 1.36)  -0.033
C (-4.95, 1.57, 2.15)  -0.279
N (-2.57, 1.92, 1.53)  0.793
O (-2.55, 2.76, 2.39)  -0.579
O (-1.54, -0.54, 2.25)  -0.479
N (-5.35, -1.24, -1.02)  0.943
O (-4.46, -1.29, -1.86)  -0.592
O (-6.35, -1.90, -1.03)  -0.583
H (-7.21, -0.49, 0.69)  0.667
H (-4.87, 2.29, 2.95)  0.724
S (-0.54, -1.04, 1.26)  0.548
Sb (1.60, 0.06, 1.99)  1.585
C (1.20, -0.19, 4.02)  1.035
C (0.71, -1.41, 4.49)  -0.475
C (0.51, -1.58, 5.85)  -0.746
C (0.80, -0.55, 6.74)  -0.521
C (1.29, 0.66, 6.27)  -0.708
C (1.49, 0.85, 4.91)  -0.476
C (3.15, -1.24, 1.47)  1.118
C (2.87, -2.60, 1.54)  -0.547
C (3.88, -3.51, 1.26)  -0.729
C (5.15, -3.07, 0.92)  -0.604
C (5.42, -1.71, 0.86)  -0.751
C (4.42, -0.79, 1.13)  -0.429
C (1.70, 2.13, 1.71)  0.835
C (2.77, 2.78, 1.10)  -0.528
C (2.75, 4.17, 1.02)  -0.641
C (1.67, 4.88, 1.51)  -0.714
C (0.60, 4.22, 2.11)  -0.838
C (0.62, 2.84, 2.22)  -0.732
H (0.47, -2.22, 3.81)  0.216
H (0.13, -2.52, 6.22)  0.425
H (0.64, -0.69, 7.80)  0.412
H (1.51, 1.46, 6.96)  0.435
H (1.87, 1.79, 4.55)  0.441
H (1.89, -2.96, 1.81)  0.275
H (3.67, -4.58, 1.32)  0.447
H (5.93, -3.78, 0.71)  0.421
H (6.41, -1.36, 0.61)  0.452
H (4.64, 0.27, 1.08)  0.366
H (3.60, 2.23, 0.68)  0.083
H (3.58, 4.69, 0.56)  0.477
H (1.66, 5.96, 1.45)  0.447
H (-0.24, 4.78, 2.49)  0.498
H (-0.20, 2.34, 2.71)  0.673
C (-1.69, -5.99, -0.05)  -1.088
C (-0.90, -5.59, -1.30)  -0.472
C (-1.27, -4.22, -1.77)  0.234
N (-1.20, -3.16, -1.05)  -0.868
N (-1.60, -2.04, -1.72)  1.463
C (-1.99, -2.25, -2.96)  -0.026
N (-2.42, -1.30, -3.80)  -0.295
S (-1.85, -3.91, -3.39)  -0.141
H (-1.39, -6.98, 0.27)  0.388
H (-2.76, -6.00, -0.25)  0.340
H (-1.49, -5.29, 0.76)  0.241
H (-1.08, -6.30, -2.11)  0.420
H (0.17, -5.60, -1.11)  0.249
H (-2.82, -0.46, -3.40)  0.121
H (-2.86, -1.58, -4.66)  0.294

Computed properties:
- lowest unoccupied orbital energy (alpha / beta) (hartree) = -0.250 / -0.224
- HOMO (alpha / beta) (eV) = -12.949 / -12.958
- maximum force (Eh/bohr) = 0.02966
- ⟨S²⟩ = 0.88
- spin multiplicity = 2
- E (hartree) = -5070.6211
- charge = +2

---

No. 4
# C38H33N3P2Sc

A molecular structure, C38H33N3P2Sc at a distorted geometry (ωB97M-V/def2-TZVPD, OMol25).

Each line ends with the Mulliken charge.
Atoms and positions in Å:
Sc (1.04, 0.10, -0.21)  -0.628
C (-3.04, 0.75, 0.84)  -1.115
C (-2.34, 1.90, 0.11)  -1.012
P (-1.17, 1.32, -1.20)  1.485
C (-2.33, 0.91, -2.54)  0.452
C (-2.94, 1.91, -3.30)  -0.718
C (-3.89, 1.56, -4.25)  -0.733
C (-4.23, 0.23, -4.44)  -0.598
C (-3.63, -0.76, -3.69)  -0.819
C (-2.67, -0.43, -2.74)  -0.194
C (-0.36, 2.86, -1.76)  0.487
C (0.28, 2.82, -3.01)  -0.354
C (0.97, 3.92, -3.48)  -0.795
C (1.03, 5.08, -2.71)  -0.589
C (0.41, 5.12, -1.47)  -0.726
C (-0.28, 4.02, -0.99)  -0.670
C (-2.39, 0.48, 2.21)  -0.939
P (-0.62, -0.03, 2.01)  1.169
C (0.22, 0.66, 3.48)  0.455
C (-0.17, 0.42, 4.79)  -0.151
C (0.55, 0.97, 5.84)  -0.825
C (1.65, 1.77, 5.59)  -0.509
C (2.02, 2.05, 4.28)  -0.944
C (1.31, 1.50, 3.24)  -0.053
C (-0.70, -1.85, 2.21)  0.557
C (-1.30, -2.48, 3.30)  -0.457
C (-1.28, -3.86, 3.40)  -0.886
C (-0.67, -4.63, 2.42)  -0.645
C (-0.11, -4.02, 1.31)  -0.992
C (-0.14, -2.64, 1.21)  0.797
H (-3.03, -0.17, 0.24)  0.329
H (-4.09, 1.00, 0.99)  0.453
H (-1.78, 2.50, 0.83)  0.434
H (-3.05, 2.55, -0.39)  0.759
H (-2.67, 2.95, -3.15)  0.440
H (-4.36, 2.34, -4.84)  0.443
H (-4.98, -0.03, -5.19)  0.412
H (-3.90, -1.80, -3.84)  0.453
H (-2.18, -1.20, -2.16)  0.634
H (0.21, 1.92, -3.61)  0.515
H (1.45, 3.89, -4.44)  0.454
H (1.56, 5.95, -3.08)  0.420
H (0.46, 6.02, -0.87)  0.450
H (-0.76, 4.08, -0.03)  0.353
H (-2.93, -0.31, 2.74)  0.710
H (-2.42, 1.38, 2.82)  0.496
H (-1.04, -0.19, 5.01)  0.242
H (0.24, 0.77, 6.86)  0.428
H (2.22, 2.19, 6.41)  0.412
H (2.87, 2.69, 4.08)  0.435
H (1.60, 1.72, 2.22)  0.178
H (-1.80, -1.91, 4.06)  0.244
H (-1.74, -4.34, 4.26)  0.433
H (-0.65, -5.71, 2.51)  0.419
H (0.34, -4.61, 0.53)  0.503
H (0.28, -2.18, 0.32)  -0.117
N (2.35, -0.67, 1.13)  0.193
C (3.43, -1.05, 1.43)  0.638
C (4.66, -1.48, 1.76)  -0.005
C (4.95, -2.87, 1.62)  -0.002
N (5.14, -4.00, 1.48)  -0.451
C (5.63, -0.54, 2.18)  -0.077
N (6.40, 0.26, 2.51)  -0.432
C (2.43, 0.12, -1.91)  -1.153
C (1.92, -1.23, -2.26)  0.336
C (0.71, -1.37, -2.99)  0.166
C (0.19, -2.62, -3.26)  -1.030
C (0.84, -3.77, -2.82)  -0.439
C (2.02, -3.65, -2.10)  -0.835
C (2.55, -2.40, -1.82)  -0.471
H (2.28, 0.85, -2.70)  0.431
H (3.49, 0.09, -1.64)  0.589
H (0.21, -0.49, -3.37)  0.580
H (-0.72, -2.71, -3.84)  0.523
H (0.43, -4.74, -3.05)  0.438
H (2.53, -4.54, -1.76)  0.497
H (3.48, -2.32, -1.28)  0.523

Computed properties:
- lowest unoccupied orbital energy (hartree) = -0.139
- HOMO (eV) = -10.817
- maximum force (Eh/bohr) = 0.02962
- spin multiplicity = 1
- E (hartree) = -3075.3235
- charge = +1

---

Among the records above, which one has the highest maximum force? C38H33Cl4CrN7O2SSeTe